No. 1
# C48H46Cl2MgN5P2S2Te

A molecular structure, C48H46Cl2MgN5P2S2Te (ωB97M-V/def2-TZVPD, the OMol25 dataset).

Each line ends with the Mulliken charge.
Positions of all 107 atoms, in Å:
Mg -0.961 0.522 0.671  0.931
C 1.649 -1.434 5.329  -0.841
S 2.614 -0.718 3.978  -0.147
C 1.326 0.149 3.098  0.477
S 1.902 1.014 1.660  -0.433
N 0.088 -0.137 3.366  -0.913
N -0.894 0.286 2.616  0.875
C -2.187 0.045 3.092  -0.720
C -3.238 0.133 2.227  0.453
C -4.610 -0.085 2.627  -1.327
C -5.603 -0.094 1.710  -0.433
C -5.301 0.134 0.329  -0.947
C -3.998 0.383 0.004  0.059
N -2.972 0.411 0.869  0.291
H 2.373 -1.891 6.003  0.368
H 0.961 -2.179 4.935  0.214
H 1.092 -0.651 5.839  0.268
H -2.315 -0.237 4.131  0.233
H -4.808 -0.251 3.680  0.465
H -6.632 -0.264 2.010  0.376
H -6.072 0.109 -0.428  0.467
H -3.732 0.587 -1.031  0.039
Te -2.452 -2.178 -2.876  0.329
C -1.363 -3.586 -4.046  0.010
C -0.130 -3.245 -4.592  0.097
C 0.584 -4.199 -5.295  -0.403
N 0.167 -5.453 -5.484  -0.662
C -1.015 -5.771 -4.966  -0.361
C -1.812 -4.886 -4.255  -0.421
C -0.642 -1.397 -2.007  -1.111
P -0.462 -1.800 -0.248  0.930
C -1.530 -3.226 0.196  0.107
C -1.334 -4.474 -0.395  -0.414
C -2.168 -5.532 -0.082  -0.725
C -3.206 -5.358 0.827  -0.573
C -3.395 -4.125 1.429  -0.516
C -2.556 -3.061 1.119  0.149
C 1.121 -2.716 -0.058  0.712
C 1.529 -2.955 1.255  -0.867
C 2.676 -3.685 1.516  -0.623
C 3.439 -4.173 0.463  -0.717
C 3.035 -3.949 -0.844  -0.871
C 1.876 -3.230 -1.105  0.250
P -0.637 0.423 -1.976  0.927
C 1.139 0.844 -2.260  0.864
C 1.478 2.196 -2.335  -1.201
C 2.767 2.587 -2.660  -0.101
C 3.745 1.627 -2.890  -0.785
C 3.422 0.282 -2.800  -0.627
C 2.124 -0.106 -2.494  -0.304
C -1.256 0.943 -3.632  0.443
C -2.566 1.405 -3.749  -0.203
C -3.095 1.747 -4.983  -0.854
C -2.315 1.639 -6.125  -0.585
C -1.004 1.199 -6.020  -0.807
C -0.476 0.860 -4.782  -0.404
H 0.265 -2.248 -4.450  0.310
H 1.547 -3.954 -5.735  0.362
H -1.336 -6.797 -5.123  0.353
H -2.763 -5.210 -3.849  0.369
H -0.529 -4.609 -1.108  0.423
H -2.012 -6.497 -0.550  0.419
H -3.863 -6.186 1.064  0.364
H -4.199 -3.980 2.141  0.439
H -2.702 -2.104 1.601  -0.066
H 0.928 -2.563 2.070  0.395
H 2.982 -3.867 2.538  0.378
H 4.348 -4.727 0.663  0.357
H 3.619 -4.345 -1.666  0.462
H 1.538 -3.092 -2.128  0.095
H 0.714 2.943 -2.153  0.234
H 3.015 3.640 -2.730  0.375
H 4.755 1.930 -3.137  0.331
H 4.180 -0.471 -2.979  0.448
H 1.860 -1.153 -2.443  0.355
H -3.180 1.500 -2.862  0.284
H -4.119 2.092 -5.056  0.443
H -2.725 1.900 -7.093  0.374
H -0.386 1.117 -6.905  0.416
H 0.551 0.524 -4.716  0.355
Cl -1.357 3.144 0.947  0.165
C -1.594 4.589 -0.052  -0.416
Cl -2.024 4.186 -1.724  -0.134
H -0.670 5.152 -0.054  0.047
H -2.417 5.152 0.371  0.504
C 2.819 5.084 5.396  -1.009
N 2.767 3.649 5.214  0.094
C 4.027 3.148 4.699  -0.813
C 1.580 3.165 4.495  -1.345
C 1.523 3.592 3.040  1.047
C 1.243 4.944 2.815  -0.431
C 1.378 5.552 1.581  -0.985
C 1.814 4.790 0.507  -0.519
C 2.005 3.435 0.679  -0.791
C 1.820 2.802 1.913  0.866
H 2.959 5.645 4.459  0.384
H 3.656 5.317 6.059  0.373
H 1.898 5.428 5.874  0.293
H 4.812 3.366 5.428  0.352
H 4.313 3.598 3.734  0.284
H 3.966 2.072 4.573  0.201
H 0.715 3.575 5.025  0.541
H 1.551 2.087 4.578  -0.002
H 0.924 5.544 3.659  0.575
H 1.170 6.608 1.462  0.356
H 1.979 5.238 -0.466  0.366
H 2.282 2.816 -0.164  0.282

molar mass = 1041.8 g mol⁻¹
energy relative to the best compared isomer or geometry (same formula, charge and spin) = 42.0 kcal/mol
charge = -1


No. 2
# C18H64N8O14

14 unconnected molecules or ions with the total composition C18H64N8O14 (ωB97M-V/def2-TZVPD, the OMol25 dataset).

Each line ends with the Mulliken charge.
Positions of all 104 atoms, in Å:
C 2.881 2.796 -3.843  -1.771
C 2.316 1.767 -2.895  1.212
O 1.055 1.436 -3.406  -0.396
H 3.340 2.454 -4.720  0.420
H 3.773 3.260 -3.390  0.419
H 2.152 3.606 -3.981  0.347
H 2.479 2.016 -1.848  -0.486
H 2.880 0.815 -2.985  0.021
H 0.559 0.883 -2.795  -0.249
C -3.135 -1.729 0.335  -0.177
C -3.457 -0.428 -0.493  1.652
O -4.401 0.366 0.167  -0.683
H -3.850 -2.560 0.241  0.375
H -3.079 -1.477 1.417  0.270
H -2.163 -2.068 0.025  -0.632
H -3.923 -0.692 -1.423  0.239
H -2.578 0.101 -0.521  -1.377
H -4.925 -0.185 0.799  0.366
C -2.232 0.889 -3.409  0.377
C -1.813 0.313 -4.733  -0.315
O -2.455 0.883 -5.877  -0.563
H -1.782 1.903 -3.291  -0.244
H -1.933 0.300 -2.546  -0.521
H -3.297 0.804 -3.583  0.546
H -2.154 -0.767 -4.651  0.204
H -0.716 0.254 -4.812  0.024
H -3.191 0.290 -6.111  0.370
C 3.707 0.575 0.076  -0.230
C 4.702 0.514 1.190  -0.554
O 5.751 1.303 0.659  -0.531
H 3.216 1.527 0.018  0.080
H 2.908 -0.189 0.074  -0.194
H 4.139 0.365 -0.932  0.443
H 5.050 -0.530 1.206  0.358
H 4.296 0.847 2.191  0.139
H 6.555 1.188 1.147  0.322
C 2.805 -2.241 2.559  0.202
O 2.691 -3.256 1.593  -0.604
N 3.593 -2.243 3.620  -0.326
N 2.003 -1.158 2.534  0.517
H 4.344 -2.961 3.623  0.323
H 3.565 -1.594 4.403  0.169
H 1.391 -0.923 1.710  -1.378
H 2.109 -0.340 3.292  0.328
C -1.030 -2.586 3.033  0.294
O -0.605 -3.166 1.893  -0.509
N -2.156 -2.671 3.688  -0.274
N -0.364 -1.566 3.557  -0.421
H -2.926 -3.251 3.317  0.306
H -2.249 -2.329 4.682  0.260
H 0.583 -1.311 3.126  0.164
H -0.469 -1.124 4.500  0.378
C -0.147 -0.065 0.159  0.246
O -0.248 0.845 -0.905  0.766
N -0.695 0.106 1.369  2.077
N 0.540 -1.170 0.086  2.603
H -1.302 0.954 1.353  -0.593
H -0.664 -0.520 2.224  -0.371
H 0.897 -1.203 -0.837  -2.134
H 0.510 -1.983 0.628  0.093
C -2.520 3.154 1.175  0.280
O -2.969 3.717 -0.049  -0.750
N -2.749 1.901 1.526  -0.288
N -1.873 3.838 2.055  -0.098
H -3.401 1.301 0.912  0.225
H -2.615 1.520 2.443  0.143
H -1.931 4.839 1.933  0.336
H -1.506 3.452 2.928  0.116
C -3.158 1.095 4.909  -0.917
O -2.313 0.550 3.903  -0.711
H -4.020 0.447 4.931  0.290
H -3.560 2.143 4.751  0.297
H -2.612 0.864 5.836  0.277
H -2.174 -0.355 4.170  0.179
C 1.369 -1.688 -3.177  -0.613
O 2.282 -1.351 -2.216  -0.725
H 1.707 -1.394 -4.175  0.446
H 0.400 -1.241 -3.060  -0.279
H 1.264 -2.780 -3.313  0.289
H 3.103 -1.481 -2.660  0.396
C 0.858 -4.211 -0.899  -0.462
O 1.312 -5.476 -0.514  -0.630
H 1.537 -3.440 -0.591  0.153
H -0.178 -4.132 -0.591  -0.020
H 0.979 -4.337 -1.956  0.494
H 2.263 -5.347 -0.488  0.357
C -0.062 3.820 -1.331  -0.103
O -0.438 5.118 -1.004  -0.596
H -0.413 3.589 -2.286  0.093
H -0.372 3.105 -0.535  -0.094
H 1.031 3.741 -1.219  0.174
H -0.101 5.331 -0.107  0.325
C 1.419 2.386 2.174  0.422
O 1.309 3.709 2.660  -0.583
H 1.073 2.482 1.137  -0.104
H 0.761 1.567 2.534  -0.336
H 2.490 2.152 2.213  0.216
H 2.076 4.170 2.326  0.344
C -2.080 -2.863 -2.545  -0.865
O -1.543 -3.801 -3.447  -0.570
H -2.810 -2.195 -3.021  0.299
H -1.323 -2.248 -2.072  0.141
H -2.375 -3.345 -1.664  0.731
H -0.989 -3.384 -4.106  0.343

molar mass = 616.8 g mol⁻¹
energy relative to the best compared isomer or geometry (same formula, charge and spin) = 77.4 kcal/mol
charge = 0


No. 3
# C14H6F3N4O4S

2 unconnected molecules or ions with the total composition C14H6F3N4O4S (ωB97M-V/def2-TZVPD, the OMol25 dataset).

Each line ends with the Mulliken charge.
Positions of all 32 atoms, in Å:
N 1.646 -1.935 -1.627  -0.546
C 0.539 -1.770 -1.285  -0.025
C -0.823 -1.528 -0.893  -0.069
C -1.118 -0.935 0.359  -0.502
C -2.462 -0.802 0.721  0.862
N -3.019 -0.558 1.971  0.760
O -2.574 -0.312 3.079  -0.694
O -4.433 -0.695 1.774  -0.186
N -4.735 -0.992 0.464  -0.522
C -3.526 -1.075 -0.156  0.686
C -3.217 -1.573 -1.478  -0.217
N -4.223 -1.839 -2.475  0.871
O -5.358 -1.331 -2.407  -0.551
O -3.883 -2.598 -3.416  -0.591
C -1.875 -1.870 -1.773  -0.503
H -0.365 -0.654 1.093  0.495
H -1.637 -2.311 -2.741  0.522
F 5.178 0.555 -0.865  -0.276
C 4.761 0.674 0.429  0.817
F 4.763 -0.587 0.973  -0.264
F 5.710 1.398 1.096  -0.278
C 3.390 1.293 0.535  0.369
C 3.015 1.887 1.741  -0.769
C 1.748 2.481 1.844  -0.347
C 0.866 2.418 0.780  -0.790
C 1.189 1.655 -0.379  0.106
S 0.010 1.265 -1.485  -0.373
C 2.528 1.205 -0.541  -0.607
H 3.714 1.901 2.569  0.357
H 1.468 2.995 2.763  0.374
H -0.108 2.898 0.802  0.432
H 2.830 0.740 -1.471  0.462

E = -47747.6196 eV
molar mass = 383.3 g mol⁻¹
charge = -1


No. 4
# C5H10O3Se

A single C5H10O3Se molecule (ωB97M-V/def2-TZVPD, the OMol25 dataset).

Each line ends with the Mulliken charge.
Positions of all 19 atoms, in Å:
C 0.950 -0.896 -1.106  -0.970
C -0.090 -1.790 -0.364  0.071
C -0.865 -0.857 0.584  -0.351
C 0.590 0.756 1.073  -0.432
C -0.307 1.945 0.575  -0.553
O 0.533 -2.822 0.308  -0.569
O -1.918 -0.306 0.031  -0.538
O -0.388 1.865 -0.865  -0.566
Se 2.057 0.281 0.051  -0.055
H 1.737 -1.386 -1.755  0.411
H 0.264 -0.247 -1.652  0.383
H -0.782 -2.358 -0.978  0.417
H -0.944 -1.281 1.559  0.505
H 0.700 0.861 2.146  0.471
H -0.009 2.905 0.849  0.368
H -1.398 1.687 0.897  0.275
H 1.246 -2.489 0.828  0.364
H -1.605 0.281 -0.738  0.448
H 0.608 1.738 -1.196  0.322

molar mass = 197.1 g mol⁻¹
energy relative to the best compared isomer or geometry (same formula, charge and spin) = 37.3 kcal/mol
charge = 0